(1)
Density functional theory data (ωB97M-V/def2-TZVPD) for a gas-phase ion, C3H10N3OS (charge +1) in a non-equilibrium geometry.

Properties
structure (SMILES): NC(=O)[C@H](N)[C@@H]([NH3+])S
ΔE to the lowest compared entry with this formula, charge and spin: 0.960 eV
molecular weight: 136.20 g/mol
E_HOMO: -13.67 eV
gap between HOMO and LUMO: 10.6 eV
E_tot: -20619.45207 eV

Geometry as ORCA input:
```
! RIJCOSX wB97M-V def2-TZVPD def2/J DEFGRID3
* xyz 1 1
N -2.30500 0.69932 1.07681
C -1.41182 -0.05982 0.49373
O -1.47081 -1.23799 0.10992
C -0.01384 0.58804 0.19990
N 0.19228 0.99633 -1.20501
C 1.09000 -0.47968 0.45294
N 0.88936 -1.48539 -0.61446
S 2.70900 0.23616 0.76466
H -2.10888 1.68960 1.03576
H -3.20504 0.48603 1.29580
H 0.16055 1.36535 0.96838
H -0.30837 0.32096 -1.78103
H -0.12008 1.89250 -1.22051
H 0.82257 -0.91388 1.39350
H 1.38958 -2.44096 -0.58323
H 1.25884 -0.95004 -1.41219
H -0.14306 -1.47585 -0.54143
H 2.57471 0.76933 -0.43354
*
```

=====

(2)
Density functional theory data (ωB97M-V/def2-TZVPD) for 2 unconnected molecules or ions with the total composition C3H10N3S in a non-equilibrium geometry.

Properties
ΔE to the lowest compared entry with this formula, charge and spin: 6.441 eV
molecular weight: 120.20 g/mol
E_HOMO (spin up / spin down): -13.42 / -13.96 eV
gap between HOMO and LUMO (spin up / spin down): 8.3 / 8.3 eV
E_tot: -18566.43207 eV

Geometry as ORCA input:
```
! RIJCOSX wB97M-V def2-TZVPD def2/J DEFGRID3
* xyz 1 1
C -1.83781 -1.72359 0.18174
C 2.63916 0.12416 0.08024
C -0.26157 0.16934 0.10721
N -2.59642 0.61158 0.25278
N 0.05898 1.48499 0.39725
N -1.58062 -0.23066 0.07025
S 1.10754 -1.02158 0.22373
H -2.53521 -1.85702 1.02403
H -0.85911 -2.24152 0.32742
H -2.30697 -2.12894 -0.77539
H 2.67211 0.66694 -0.80737
H 3.34251 -0.72350 0.13858
H 2.82518 0.75662 0.92907
H -0.77089 -0.04695 -1.75568
H -2.20940 1.53589 0.45683
H 0.89645 1.56242 0.87385
H -0.70348 2.12865 0.44291
*
```

=====

(3)
Density functional theory data (ωB97M-V/def2-TZVPD) for 2 unconnected molecules or ions with the total composition C3H10N3S in a non-equilibrium geometry.

Properties
ΔE to the lowest compared entry with this formula, charge and spin: 4.523 eV
molecular weight: 120.20 g/mol
E_HOMO: -12.88 eV
gap between HOMO and LUMO: 9.2 eV
E_tot: -18568.34992 eV

Geometry as ORCA input:
```
! RIJCOSX wB97M-V def2-TZVPD def2/J DEFGRID3
* xyz 1 1
C -0.94964 0.59607 -0.25258
C -1.58844 -1.92756 0.25275
C -1.91100 -0.55657 -0.29523
N 0.82289 0.04609 0.95461
N -0.27394 1.34802 -1.17083
N 1.85627 0.96276 0.54071
S -2.24209 0.82027 0.81860
H -0.72350 -1.90026 0.78329
H -2.34240 -2.31193 0.90904
H -1.45696 -2.74869 -0.52737
H -2.41827 -0.73421 -1.18473
H -0.22870 1.11511 -2.15728
H -0.21872 2.34753 -1.09823
H 1.99000 1.73562 1.23591
H 1.47078 1.40306 -0.32242
H 2.82606 0.73316 0.38813
H 0.63894 0.26528 1.93671
*
```

=====

(4)
Density functional theory data (ωB97M-V/def2-TZVPD) for a gas-phase ion, C3H10N4 (charge +2) in a non-equilibrium geometry.

Properties
structure (SMILES): C[N+](C=[NH2+])=C(N)N
ΔE to the lowest compared entry with this formula, charge and spin: 1.548 eV
molecular weight: 102.14 g/mol
E_HOMO: -19.57 eV
gap between HOMO and LUMO: 11.2 eV
E_tot: -9215.35744 eV

Geometry as ORCA input:
```
! RIJCOSX wB97M-V def2-TZVPD def2/J DEFGRID3
* xyz 2 1
C -0.60773 1.33966 0.75654
N -0.25184 0.12014 0.14556
C -1.01235 -0.71440 -0.38255
N -2.32167 -0.65534 -0.31107
C 1.38743 -0.19610 -0.10761
N 1.97941 0.54854 -0.96692
N 1.61988 -1.20112 0.72720
H -0.72883 2.12271 -0.00038
H 0.02561 1.77602 1.54673
H -1.68607 1.34639 1.25276
H -0.61488 -1.55348 -0.88406
H -2.83451 -1.33252 -0.99985
H -2.87769 0.16152 -0.13142
H 2.97078 0.51730 -1.15062
H 1.44502 1.00049 -1.67275
H 2.54693 -1.64015 0.79420
H 0.96052 -1.63965 1.38425
*
```

=====

(5)
Density functional theory data (ωB97M-V/def2-TZVPD) for C3H10N4O in the gas phase in a non-equilibrium geometry.

Properties
structure (SMILES): [H]/N=C(/N)N(O)[C@@H](C)N
ΔE to the lowest compared entry with this formula, charge and spin: 4.317 eV
molecular weight: 118.14 g/mol
E_HOMO: -8.37 eV
gap between HOMO and LUMO: 9.1 eV
E_tot: -11277.88335 eV

Geometry as ORCA input:
```
! RIJCOSX wB97M-V def2-TZVPD def2/J DEFGRID3
* xyz 0 1
H 0.94943 1.76252 1.91438
N 0.74571 2.35215 1.11628
C 0.10887 1.80608 0.17343
N -0.10367 2.45292 -1.00675
N -0.63070 0.21566 0.18388
O -1.27265 -0.02832 -1.05902
C 0.39964 -0.68455 0.38770
C -0.62538 -2.17367 0.80506
N 1.28052 -0.91659 -0.67679
H -0.42088 1.90925 -1.79247
H 0.23322 3.40376 -1.06775
H -2.20451 0.15286 -0.88014
H 0.92261 -0.46189 1.31557
H -1.06074 -2.49998 -0.13380
H 0.10437 -2.88274 1.18245
H -1.37906 -1.93295 1.54584
H 0.82917 -1.05942 -1.56960
H 2.12404 -1.41511 -0.43828
*
```

=====

(6)
Density functional theory data (ωB97M-V/def2-TZVPD) for C3H10N4O2S in the gas phase in a non-equilibrium geometry.

Properties
structure (SMILES): CN(C)S(=O)(=O)N=C(N)N
ΔE to the lowest compared entry with this formula, charge and spin: 1.482 eV
molecular weight: 166.21 g/mol
E_HOMO: -8.98 eV
gap between HOMO and LUMO: 9.6 eV
E_tot: -24162.52304 eV

Geometry as ORCA input:
```
! RIJCOSX wB97M-V def2-TZVPD def2/J DEFGRID3
* xyz 0 1
C -1.65953 0.42211 1.43700
N -1.65106 -0.19577 0.12622
C -2.52510 0.50719 -0.91607
S -0.29542 -0.92680 -0.45812
O -0.07314 -1.86527 0.64051
O -0.51499 -1.37043 -1.76688
N 0.84136 0.23880 -0.75022
C 2.04375 0.01341 -0.20963
N 3.06326 0.92185 -0.53006
N 2.40671 -1.10220 0.44267
H -2.73460 0.60199 1.63987
H -1.06431 1.34726 1.19660
H -1.08651 -0.15813 2.17336
H -3.70678 0.44044 -0.59994
H -2.49894 -0.00806 -1.86117
H -2.16920 1.60809 -0.96415
H 2.64163 1.66638 -0.95398
H 3.76686 0.99989 0.24973
H 3.35629 -1.21190 0.44470
H 1.85974 -1.92884 0.65958
*
```

=====

(7)
Density functional theory data (ωB97M-V/def2-TZVPD) for a molecular structure, C3H10N4S in a non-equilibrium geometry.

Properties
ΔE to the lowest compared entry with this formula, charge and spin: 6.310 eV
molecular weight: 134.21 g/mol
E_HOMO: -8.00 eV
gap between HOMO and LUMO: 8.5 eV
E_tot: -20061.45327 eV

Geometry as ORCA input:
```
! RIJCOSX wB97M-V def2-TZVPD def2/J DEFGRID3
* xyz 0 1
C 2.55615 -0.91929 -0.10782
C -0.32706 0.91922 -0.43983
C -2.21391 0.11683 0.87203
H 1.77814 -1.90985 0.06085
H 2.70509 -0.54777 -1.47324
H 3.61415 -1.14405 0.67121
H 1.06551 -0.41687 1.25070
H 1.66821 1.63232 -0.29983
H -1.63760 2.15189 -0.86733
H -1.96128 1.34425 1.10279
H -3.42713 -0.01924 0.38972
H -2.14543 -0.58058 1.91004
H -1.66383 -1.41437 -1.83186
N 1.70168 -0.02898 0.56595
N 0.99078 0.70738 -0.39924
N -0.60180 2.12871 -0.84140
N -1.02943 -0.20980 0.04629
S -1.07225 -1.80981 -0.60902
*
```

=====

(8)
Density functional theory data (ωB97M-V/def2-TZVPD) for a gas-phase ion, C3H10N5 (charge +1) in a non-equilibrium geometry.

Properties
structure (SMILES): [H]/N=C/[C@H](N)NC(N)=[NH2+]
ΔE to the lowest compared entry with this formula, charge and spin: 0.276 eV
molecular weight: 116.15 g/mol
E_HOMO: -13.64 eV
gap between HOMO and LUMO: 10.8 eV
E_tot: -10717.14612 eV

Geometry as ORCA input:
```
! RIJCOSX wB97M-V def2-TZVPD def2/J DEFGRID3
* xyz 1 1
H 1.92397 1.07824 2.40001
N 1.45350 0.53709 1.70562
C 1.81490 0.66062 0.50702
C 1.10948 -0.16028 -0.67280
N 0.56675 0.94865 -1.51138
N 0.04797 -1.02090 -0.16229
C -1.15792 -0.53446 0.07618
N -1.63366 0.65930 -0.13441
N -1.95432 -1.44078 0.68415
H 2.52899 1.44481 0.24935
H 1.81095 -0.83356 -1.10260
H 1.39203 1.42442 -1.86116
H -0.06432 0.47421 -2.27575
H 0.15823 -1.82686 0.39877
H -1.05535 1.47737 -0.25216
H -2.47769 0.81150 0.35468
H -2.95154 -1.37352 0.76953
H -1.51199 -2.32586 0.82726
*
```

=====

(9)
Density functional theory data (ωB97M-V/def2-TZVPD) for 2 unconnected molecules or ions with the total composition C3H10N5 in a non-equilibrium geometry.

Properties
ΔE to the lowest compared entry with this formula, charge and spin: 3.643 eV
molecular weight: 116.15 g/mol
E_HOMO: -13.62 eV
gap between HOMO and LUMO: 9.4 eV
E_tot: -10713.77902 eV

Geometry as ORCA input:
```
! RIJCOSX wB97M-V def2-TZVPD def2/J DEFGRID3
* xyz 1 1
C -0.28948 -0.17575 2.55712
C 2.04658 1.03660 -0.79980
C 0.21759 -0.58937 -0.88985
N -3.12634 -0.18893 -1.16033
N 0.49742 -0.76778 1.80665
N -1.93989 0.15293 -1.06954
N -1.04183 -0.89288 -0.89763
N 0.70904 0.60906 -0.84777
H -0.43234 -0.57837 3.69431
H -0.80499 0.68028 2.37605
H 2.65117 0.02875 -0.84513
H 2.32090 1.65063 -1.76260
H 2.33606 1.62026 0.14167
H 0.92867 -1.34422 -0.84304
H -3.73707 0.62322 -1.30985
H -1.31327 -1.67830 -1.47701
H 1.02317 -1.53859 2.26782
H -0.04537 1.35246 -0.94108
*
```

=====

(10)
Density functional theory data (ωB97M-V/def2-TZVPD) for a gas-phase ion, C3H10N6O2 (charge +2) in a non-equilibrium geometry.

Properties
structure (SMILES): N[C@@]1(O)NC(=[NH2+])NC(=[NH2+])N1O
ΔE to the lowest compared entry with this formula, charge and spin: 1.236 eV
molecular weight: 162.15 g/mol
E_HOMO: -18.54 eV
gap between HOMO and LUMO: 10.7 eV
E_tot: -16290.24095 eV

Geometry as ORCA input:
```
! RIJCOSX wB97M-V def2-TZVPD def2/J DEFGRID3
* xyz 2 1
N -1.94343 -1.58409 -0.69727
C -0.77938 -0.84508 0.33130
O -1.00357 -1.20894 1.56126
N 0.56049 -1.06691 -0.04690
C 1.56820 -0.21449 0.02018
N 2.84273 -0.54772 0.02953
N 1.30474 1.11357 0.21692
C -0.08545 1.59014 0.16764
N -0.44672 2.86552 0.21132
N -0.95316 0.60243 0.04991
O -2.31257 0.97334 0.00984
H -1.85523 -2.52566 -0.55930
H -1.80930 -1.31517 -1.59255
H -1.83228 -1.70159 1.73374
H 0.93190 -1.98199 0.11481
H 3.49056 -0.05162 0.65332
H 2.99813 -1.48786 -0.14716
H 2.11017 1.70613 0.48048
H -1.46914 3.01389 0.37800
H 0.20293 3.63298 0.10146
H -2.69193 0.11112 -0.44578
*
```

=====

(11)
Density functional theory data (ωB97M-V/def2-TZVPD) for a gas-phase ion, C3H10N8O2 (charge +2) in a non-equilibrium geometry.

Properties
structure (SMILES): N=C=N[C@H]([NH3+])N(/N=[N+](\[O-])O)C(N)=[NH2+]
ΔE to the lowest compared entry with this formula, charge and spin: 1.127 eV
molecular weight: 190.17 g/mol
E_HOMO: -17.11 eV
gap between HOMO and LUMO: 9.6 eV
E_tot: -19266.34728 eV

Geometry as ORCA input:
```
! RIJCOSX wB97M-V def2-TZVPD def2/J DEFGRID3
* xyz 2 1
N 0.44839 -0.09753 -3.95109
C 0.36780 0.09847 -2.79322
N 0.01474 0.43662 -1.68909
C -0.14558 1.21848 -0.62258
N 1.05811 2.12142 -0.40092
N -0.29505 0.48039 0.65798
N 0.88541 0.17889 1.20845
N 1.27441 -1.01281 1.36483
O 0.60691 -1.98024 1.05140
O 2.50043 -1.13681 1.91862
C -1.38791 -0.43656 0.88701
N -1.77785 -1.27722 -0.09516
N -1.76027 -0.65848 2.12490
H 1.00185 -0.67407 -4.56586
H -1.13559 1.74017 -0.63016
H 0.72825 3.03252 -0.34576
H 1.86765 2.06822 -1.12089
H 1.46778 1.95817 0.51287
H 2.59907 -2.04400 2.24211
H -1.67242 -1.21466 -1.08892
H -2.62597 -1.81905 0.09386
H -1.34805 0.02154 2.80223
H -2.67209 -1.00345 2.43940
*
```

=====

(12)
Density functional theory data (ωB97M-V/def2-TZVPD) for 2 unconnected molecules or ions with the total composition C3H10NO in a non-equilibrium geometry.

Properties
ΔE to the lowest compared entry with this formula, charge and spin: 1.835 eV
molecular weight: 76.12 g/mol
E_HOMO: -1.64 eV
gap between HOMO and LUMO: 4.5 eV
E_tot: -6808.93968 eV

Geometry as ORCA input:
```
! RIJCOSX wB97M-V def2-TZVPD def2/J DEFGRID3
* xyz -1 1
C 4.98877 -2.08519 0.89960
O 4.79893 -3.13798 1.71287
H 4.91524 -1.06179 1.33099
H 5.95166 -1.99429 0.34248
H 4.15153 -1.92053 0.12356
C -2.17922 0.26966 0.47031
N -2.99971 1.37553 -0.05798
C -2.80236 1.58250 -1.45634
H -2.29772 -0.60298 -0.16026
H -1.12503 0.54753 0.56005
H -2.56038 0.10574 1.47529
H -2.76935 2.20929 0.47065
H -1.75692 1.85616 -1.73534
H -3.47144 2.24301 -1.99951
H -2.84400 0.61336 -1.97637
*
```

=====

(13)
Density functional theory data (ωB97M-V/def2-TZVPD) for 2 unconnected molecules or ions with the total composition C3H10NO in a non-equilibrium geometry.

Properties
ΔE to the lowest compared entry with this formula, charge and spin: 1.332 eV
molecular weight: 76.12 g/mol
E_HOMO (spin up / spin down): -7.96 / -7.91 eV
gap between HOMO and LUMO (spin up / spin down): 8.9 / 6.2 eV
E_tot: -6807.41411 eV

Geometry as ORCA input:
```
! RIJCOSX wB97M-V def2-TZVPD def2/J DEFGRID3
* xyz 0 2
C 2.19801 0.57974 -0.72021
O 1.89111 -0.71496 -0.41070
H 2.18343 1.24210 0.14989
H 1.53390 1.00093 -1.48659
H 3.17244 0.62575 -1.23266
C -1.77799 0.75549 -0.51236
N -0.83944 -0.00755 0.28292
C -1.39003 -0.74608 1.38031
H -2.14698 1.60396 0.07792
H -2.62787 0.11804 -0.78039
H -1.30060 1.10231 -1.41536
H 0.11475 0.02140 -0.01514
H -2.14500 -0.09765 1.84284
H -1.91041 -1.65093 1.04905
H -0.66464 -0.95094 2.16382
*
```

=====

(14)
Density functional theory data (ωB97M-V/def2-TZVPD) for 2 unconnected molecules or ions with the total composition C3H10NO in a non-equilibrium geometry.

Properties
ΔE to the lowest compared entry with this formula, charge and spin: 1.052 eV
molecular weight: 76.12 g/mol
E_HOMO: -14.86 eV
gap between HOMO and LUMO: 9.8 eV
E_tot: -6803.25894 eV

Geometry as ORCA input:
```
! RIJCOSX wB97M-V def2-TZVPD def2/J DEFGRID3
* xyz 1 1
C 0.49643 3.10295 0.07415
N 0.40088 2.01274 0.72186
H 0.57319 4.04426 0.59578
H 0.53851 2.97454 -0.99936
H 0.13169 1.07947 0.29729
H 0.50085 2.02257 1.73219
C -0.66459 -1.57491 0.27252
O -0.86269 -0.17021 -0.07078
C 0.34753 -2.26222 -0.62472
H -0.44223 -1.60861 1.32940
H -1.63571 -2.04365 0.11412
H -1.13495 -0.23405 -1.00130
H 0.32285 -3.31635 -0.34781
H 0.09030 -2.16498 -1.67044
H 1.33793 -1.86155 -0.42290
*
```